(1)
DFT (wB97M-V/def2-TZVPD) results for a structure of composition C22H34F5GdGeO6S.

Spin multiplicity ... 8
E_HOMO (alpha / beta) ... -6.1 / -6.8 eV
Energy ... -137418.464 eV
Net charge ... 0
Relative energy (zero: lowest compared OMol25 entry of this formula, charge and spin) ... 65.3 kJ/mol
LUMO level (alpha / beta) ... 0.1 / 0.1 eV
Gap between HOMO and LUMO (alpha / beta) ... 0.22815 / 0.25349 Eh

```
70
Properties=species:S:1:pos:R:3:lowdin_spin:R:1
Gd -0.3430 0.3227 -0.0401 7.41
C 3.4326 0.6252 -0.3896 0.00
C 2.9195 1.3084 -1.6649 0.00
O 1.5957 1.7911 -1.5186 0.01
C 1.4403 3.1722 -1.2883 0.00
C 1.8038 3.5424 0.1540 0.00
O 1.0430 2.7710 1.0766 0.02
C 0.1951 3.5359 1.9159 0.00
C -1.0758 4.0039 1.1953 0.00
O -1.9410 2.9342 0.8708 0.02
C -2.9910 2.6808 1.7990 0.00
C -2.8343 1.3325 2.5122 0.00
O -1.4882 1.1981 2.9478 0.01
C -1.2171 -0.0782 3.5329 -0.01
C 0.2873 -0.1789 3.7484 0.00
O 0.9261 -0.1932 2.4765 0.01
C 2.3314 -0.3435 2.5386 0.00
C 2.7901 -0.9918 1.2286 0.00
O 2.4161 -0.2423 0.0819 0.02
H 3.7012 1.3604 0.3826 0.00
H 4.3361 0.0483 -0.6345 0.00
H 2.8802 0.5570 -2.4607 0.00
H 3.6074 2.1124 -1.9515 0.00
H 0.3759 3.3563 -1.4781 0.00
H 2.0402 3.7657 -1.9923 0.00
H 1.6534 4.6144 0.3138 0.00
H 2.8623 3.3146 0.3335 0.00
H 0.7411 4.4017 2.3121 0.00
H -0.0831 2.8689 2.7348 0.00
H -0.8165 4.4831 0.2443 0.00
H -1.5803 4.7499 1.8218 0.00
H -3.9287 2.6579 1.2339 0.00
H -3.0430 3.4956 2.5296 0.00
H -3.0716 0.5158 1.8128 0.00
H -3.5217 1.2942 3.3682 0.00
H -1.5326 -0.8789 2.8051 -0.01
H -1.7418 -0.1642 4.4933 0.00
H 0.5099 -1.1136 4.2798 0.00
H 0.6662 0.6713 4.3379 0.00
H 2.6132 -1.0101 3.3644 0.00
H 2.8101 0.6351 2.7018 0.00
H 2.2713 -1.9497 1.1359 0.00
H 3.8742 -1.1481 1.2467 0.00
C 0.5591 -3.7165 1.2467 0.00
Ge -1.0646 -3.0770 0.2124 -0.03
C -2.3215 -4.6337 0.4766 -0.01
C -0.3583 -3.4023 -1.6798 0.00
C -1.8493 -1.4079 0.8281 -0.47
H 0.4143 -4.7457 1.5589 0.00
H 0.7637 -3.1327 2.1404 0.00
H 1.4387 -3.7099 0.6050 0.00
H -1.8465 -5.5693 0.1977 0.00
H -3.2252 -4.5287 -0.1163 0.00
H -2.6254 -4.7065 1.5174 0.00
H -0.2453 -4.4639 -1.8747 0.00
H 0.6182 -2.9313 -1.7977 0.00
H -1.0332 -2.9934 -2.4296 0.00
H -2.8110 -1.3564 0.2677 -0.03
F -0.1901 -2.9324 -6.4040 0.00
C -0.5523 -1.9812 -5.5292 0.00
C 0.2753 -1.6341 -4.4705 0.00
F 1.4670 -2.2297 -4.2985 0.00
C -0.1338 -0.6606 -3.5841 0.00
F 0.6766 -0.4259 -2.4921 0.02
C -1.3261 0.0724 -3.7082 0.00
S -1.7200 1.3473 -2.6428 0.01
C -2.1406 -0.3125 -4.7992 0.00
F -3.3122 0.3099 -4.9925 0.00
C -1.7775 -1.3228 -5.6705 0.00
F -2.5938 -1.6838 -6.6735 0.00
```


(2)
DFT (wB97M-V/def2-TZVPD) results for a structure of composition C2H4LiOYb.

Spin multiplicity ... 2
E_HOMO (alpha / beta) ... -13.8 / -18.2 eV
Energy ... -35902.401 eV
Net charge ... +2
Relative energy (zero: lowest compared OMol25 entry of this formula, charge and spin) ... 0.0 kJ/mol
LUMO level (alpha / beta) ... -9.7 / -9.8 eV
Gap between HOMO and LUMO (alpha / beta) ... 0.14860 / 0.30602 Eh

```
9
Properties=species:S:1:pos:R:3:nbo_charge:R:1
O 1.1274 0.2222 -0.5130 -1.16
Yb 2.2059 -1.2826 -1.6763 1.88
C -0.1905 0.5159 -0.2832 0.05
C -0.9990 -0.4029 0.5467 -0.68
H -0.5593 1.4463 -0.7277 0.20
H -0.4685 -0.9670 1.3271 0.23
H -1.9492 0.0399 0.8666 0.28
Li 2.0125 1.3928 0.9690 0.98
H -1.1792 -0.9646 -0.5092 0.22
```


(3)
DFT (wB97M-V/def2-TZVPD) results for a cluster of 2 separate species, C4H7FO in total.

E_HOMO ... -9.6 eV
Energy ... -9022.977 eV
Net charge ... 0
Relative energy (zero: lowest compared OMol25 entry of this formula, charge and spin) ... 317.8 kJ/mol
LUMO level ... 0.5 eV
Gap between HOMO and LUMO ... 0.37061 Eh

```
13
Properties=species:S:1:pos:R:3:nbo_charge:R:1
C -1.4880 0.2922 0.0532 -0.36
C -1.0186 -1.0523 -0.2396 -0.34
C -0.0203 -0.0244 0.3914 -0.34
C 1.0337 0.5640 -0.3337 0.51
O 2.0212 1.2156 0.2589 -0.61
F 2.0736 -1.2320 -0.7331 -0.71
H -1.4756 1.0295 -0.6671 0.21
H -2.0622 0.4233 0.8417 0.21
H -1.3490 -1.8347 0.4881 0.24
H -1.0708 -1.2421 -1.3439 0.25
H 0.2270 -0.1708 1.4375 0.23
H 1.0416 0.9424 -1.4101 0.22
H 2.0875 1.0893 1.2568 0.50
```


(4)
DFT (wB97M-V/def2-TZVPD) results for an isolated molecule of C5H7Br2NO.

E_HOMO ... -10.6 eV
Energy ... -148919.534 eV
Net charge ... 0
Relative energy (zero: lowest compared OMol25 entry of this formula, charge and spin) ... 37.7 kJ/mol
LUMO level ... -0.2 eV
Gap between HOMO and LUMO ... 0.38195 Eh
Structure (SMILES) ... C[C@@H](O)[C@@](Br)(C#N)CBr

```
16
Properties=species:S:1:pos:R:3:nbo_charge:R:1
C 1.6869 -0.1402 0.4394 -0.64
C 0.1989 0.0914 0.9794 0.06
O 0.1830 1.2363 1.7883 -0.68
C -0.7641 0.2131 -0.2006 -0.14
Br -2.5477 0.9386 0.5333 0.02
C -0.3041 1.1687 -1.1355 0.20
N -0.0700 1.7279 -2.1003 -0.24
C -1.0033 -1.1352 -0.9525 -0.50
Br -1.6759 -2.5655 0.0772 0.10
H 1.8726 0.4425 -0.3752 0.20
H 2.4804 0.0844 1.2507 0.24
H 1.8506 -1.2296 0.1079 0.21
H -0.0684 -0.7776 1.7081 0.22
H -0.0601 1.9310 1.1413 0.46
H -0.0912 -1.2687 -1.5079 0.24
H -1.6876 -0.7171 -1.7535 0.25
```


(5)
DFT (wB97M-V/def2-TZVPD) results for an isolated molecule of C3H2N2O2.

E_HOMO ... -11.5 eV
Energy ... -10217.232 eV
Net charge ... 0
Relative energy (zero: lowest compared OMol25 entry of this formula, charge and spin) ... 92.3 kJ/mol
LUMO level ... -0.2 eV
Gap between HOMO and LUMO ... 0.41350 Eh
Structure (SMILES) ... [H]/N=C(/C#N)OC=O

```
9
Properties=species:S:1:pos:R:3:nbo_charge:R:1
H -0.4697 -0.6292 -1.6298 0.39
N 0.1504 0.1771 -1.5814 -0.56
C 0.4602 0.4562 -0.3996 0.43
C 1.2196 1.6490 -0.0941 0.20
N 1.5105 2.7314 0.1657 -0.23
O 0.1128 -0.1280 0.8114 -0.50
C -0.7688 -1.1559 0.8698 0.66
O -1.2719 -1.7074 -0.0684 -0.55
H -0.9431 -1.3932 1.9264 0.14
```


(6)
DFT (wB97M-V/def2-TZVPD) results for a structure of composition C15H13Cl3GeN7OSTi.

Spin multiplicity ... 2
E_HOMO (alpha / beta) ... -8.0 / -8.8 eV
Energy ... -156280.962 eV
Net charge ... 0
Relative energy (zero: lowest compared OMol25 entry of this formula, charge and spin) ... 0.0 kJ/mol
LUMO level (alpha / beta) ... -0.4 / -0.4 eV
Gap between HOMO and LUMO (alpha / beta) ... 0.27842 / 0.30894 Eh

```
42
Properties=species:S:1:pos:R:3:nbo_charge:R:1
Ti 0.3123 -0.7105 -0.5905 1.27
C -4.2073 -0.2312 -0.8545 -0.26
C -4.5050 0.4615 0.3092 -0.13
C -3.4781 0.8769 1.1319 -0.24
C -2.1552 0.6062 0.7825 0.21
N -1.8767 -0.0621 -0.3575 -0.54
C -2.8814 -0.4789 -1.1381 0.07
C -0.9803 0.9821 1.6029 -0.07
C -1.1228 1.6847 2.8015 -0.21
C -0.0025 1.9745 3.5596 -0.22
C 1.2493 1.5531 3.1166 -0.19
C 1.3735 0.8463 1.9310 -0.23
C 0.2635 0.5242 1.1412 -0.44
H -4.9777 -0.5959 -1.5179 0.23
H -5.5335 0.6638 0.5797 0.22
H -3.6919 1.3968 2.0531 0.22
H -2.6004 -1.0584 -2.0087 0.23
H -2.0935 2.0130 3.1513 0.20
H -0.1043 2.5185 4.4894 0.21
H 2.1297 1.7744 3.7085 0.21
H 2.3593 0.5178 1.6235 0.23
N -0.2340 1.3663 -1.7523 -0.63
N 0.6954 2.0731 -2.5257 -0.45
C 2.0084 1.7459 -2.4316 0.29
N 2.8522 2.5669 -3.0825 -0.77
S 2.5279 0.4369 -1.5539 -0.07
H -1.0279 1.1236 -2.3355 0.40
H -0.5443 1.9268 -0.9623 0.40
H 0.4406 3.0057 -2.8141 0.38
H 2.5236 3.2028 -3.7896 0.40
H 3.8186 2.2921 -3.1177 0.42
O 1.8238 -1.8560 -0.1594 -0.63
N 2.8218 -1.8443 0.6810 0.06
C 3.4165 -2.9812 0.8150 -0.09
C 4.5462 -3.0305 1.6971 0.26
N 5.4554 -3.0710 2.3968 -0.28
C 3.0152 -4.1727 0.1319 0.26
N 2.7117 -5.1381 -0.4105 -0.27
Cl -0.9751 -2.7397 0.3340 -0.45
Ge -0.4917 -4.0375 -1.6117 1.03
Cl -0.2207 -1.8696 -2.8064 -0.50
Cl -2.6408 -4.2561 -2.2173 -0.55
```


(7)
DFT (wB97M-V/def2-TZVPD) results for an isolated molecule of C4H7FN2O.

E_HOMO ... -9.4 eV
Energy ... -12003.610 eV
Net charge ... 0
Relative energy (zero: lowest compared OMol25 entry of this formula, charge and spin) ... 332.5 kJ/mol
LUMO level ... 0.8 eV
Gap between HOMO and LUMO ... 0.37338 Eh
Structure (SMILES) ... [H]/N=C1/NC[C@@H](CF)O1

```
15
Properties=species:S:1:pos:R:3:nbo_charge:R:1
H -2.1204 2.3680 1.1856 0.35
N -1.8752 2.1081 0.2825 -0.80
C -0.7869 1.2227 0.1493 0.68
N -0.2982 0.8736 -1.0563 -0.63
C -0.4133 -0.6178 -0.8609 -0.28
C 0.3116 -0.7556 0.3768 0.04
C 1.7773 -0.7113 0.4627 0.01
F 2.2092 -1.8497 -0.1546 -0.33
O -0.3209 0.3852 1.1126 -0.50
H -1.2318 1.2281 -1.4868 0.43
H 0.2227 -1.2276 -1.6775 0.23
H -1.5230 -0.9797 -0.9327 0.23
H 0.1705 -1.7479 1.0122 0.21
H 1.9530 -0.5370 1.5493 0.18
H 1.9254 0.2409 0.0378 0.18
```


(8)
DFT (wB97M-V/def2-TZVPD) results for a structure of composition C7H9N.

E_HOMO ... -7.3 eV
Energy ... -8891.342 eV
Net charge ... 0
Relative energy (zero: lowest compared OMol25 entry of this formula, charge and spin) ... 368.1 kJ/mol
LUMO level ... 0.8 eV
Gap between HOMO and LUMO ... 0.29819 Eh

```
17
Properties=species:S:1:pos:R:3:nbo_charge:R:1
C 1.2322 0.3213 -1.4364 -0.30
C 0.3924 -0.6284 -1.8452 -0.02
N -0.5740 -0.9050 -0.8977 -0.52
C -0.2676 -0.1165 0.2196 0.04
C 0.8315 0.6794 -0.0870 -0.10
C 1.1051 2.0589 0.4094 -0.66
C -1.8137 -1.2948 1.7123 -0.41
C -0.9457 -0.3264 1.4626 -0.21
H 1.9157 0.9757 -1.9605 0.22
H 0.3672 -1.2629 -2.7192 0.21
H -0.6008 -1.8947 -0.6753 0.39
H 0.5210 2.3657 1.2666 0.22
H 1.3963 2.7789 -0.3310 0.23
H 1.8255 1.1742 0.7691 0.31
H -2.4900 -1.3682 2.5496 0.21
H -2.0432 -1.9688 0.8930 0.17
H -0.6650 0.2473 2.3402 0.21
```